Record 1
15 unconnected molecules or ions with the total composition C51H75F9O39, computed with ωB97M-V with the def2-TZVPD basis set.

Cartesian coordinates (Å):
C -21.105 -19.800 8.824
C -21.815 -20.446 7.712
O -21.760 -21.822 8.079
C -21.531 -21.935 9.335
O -21.748 -22.968 9.979
O -21.221 -20.738 9.844
F -21.252 -20.289 6.498
H -21.478 -18.832 9.159
H -20.073 -19.688 8.493
H -22.858 -20.130 7.743
C -14.206 -15.419 10.490
C -15.377 -15.944 9.587
O -16.436 -15.108 10.072
C -16.192 -14.611 11.259
O -16.907 -13.983 12.014
O -14.880 -14.807 11.539
F -15.833 -17.179 9.826
H -13.784 -14.518 10.044
H -13.336 -16.015 10.765
H -15.133 -15.832 8.531
C -25.351 -13.315 10.411
C -25.303 -13.630 8.946
O -26.687 -13.491 8.652
C -27.395 -13.785 9.742
O -28.584 -14.060 9.745
O -26.669 -13.704 10.819
F -24.942 -14.895 8.696
H -25.200 -12.244 10.548
H -24.526 -13.828 10.904
H -24.717 -12.892 8.396
C -19.048 -11.539 3.803
C -18.312 -11.376 2.465
O -18.917 -10.258 1.889
C -19.859 -9.709 2.712
O -20.402 -8.656 2.554
O -19.996 -10.469 3.756
F -18.558 -12.446 1.739
H -18.368 -11.463 4.652
H -19.659 -12.440 3.758
H -17.239 -11.186 2.483
C -19.447 -11.433 11.510
C -19.742 -12.633 12.393
O -20.628 -13.428 11.663
C -21.118 -12.741 10.595
O -21.884 -13.217 9.742
O -20.496 -11.530 10.583
F -20.496 -12.112 13.413
H -18.509 -11.547 10.968
H -19.406 -10.610 12.224
H -18.877 -13.131 12.830
C -18.685 -17.280 3.164
C -18.341 -15.798 3.309
O -19.633 -15.228 3.431
C -20.506 -16.003 2.803
O -21.655 -15.695 2.536
O -19.884 -17.189 2.499
F -17.792 -15.376 2.110
H -18.904 -17.785 4.105
H -17.850 -17.726 2.623
H -17.754 -15.582 4.202
C -23.847 -13.823 3.985
C -24.583 -13.591 5.343
O -23.560 -13.241 6.202
C -22.659 -12.526 5.475
O -21.712 -11.916 5.922
O -22.905 -12.733 4.151
F -25.065 -14.787 5.565
H -24.443 -13.697 3.081
H -23.317 -14.770 3.888
H -25.354 -12.820 5.325
C -19.294 -9.364 8.013
C -20.724 -9.298 7.343
O -20.415 -8.906 5.986
C -19.153 -8.365 5.944
O -18.608 -7.857 4.969
O -18.567 -8.455 7.172
F -21.473 -8.319 7.942
H -18.951 -10.380 7.818
H -19.383 -9.093 9.065
H -21.328 -10.203 7.405
C -20.072 -14.733 7.165
C -21.222 -15.605 7.644
O -20.612 -16.626 8.412
C -19.382 -16.759 8.010
O -18.596 -17.604 8.434
O -19.036 -15.682 7.320
F -21.762 -16.116 6.598
H -19.952 -13.816 7.743
H -20.212 -14.461 6.119
H -22.033 -15.151 8.214
O -17.800 -17.478 12.372
C -18.499 -18.159 11.613
O -19.748 -17.909 11.221
C -20.329 -16.701 11.663
C -21.735 -17.225 12.197
C -17.829 -19.303 10.916
H -20.387 -15.942 10.883
H -19.869 -16.293 12.563
H -22.401 -16.392 12.422
H -21.599 -17.820 13.100
H -22.181 -17.917 11.482
H -16.759 -19.098 10.880
H -18.181 -19.324 9.885
H -17.964 -20.193 11.531
O -23.738 -11.015 1.679
C -23.248 -11.700 0.776
O -23.903 -12.118 -0.410
C -25.218 -11.682 -0.744
C -26.218 -12.685 -0.120
C -21.822 -12.190 0.898
H -25.468 -11.787 -1.800
H -25.376 -10.674 -0.361
H -27.215 -12.291 -0.317
H -26.074 -12.758 0.958
H -26.105 -13.718 -0.448
H -21.580 -12.462 1.925
H -21.108 -11.478 0.483
H -21.681 -13.058 0.255
O -17.147 -11.680 7.038
C -16.206 -12.385 7.444
O -15.554 -13.409 6.780
C -15.839 -13.686 5.475
C -15.039 -12.657 4.641
C -15.692 -12.185 8.824
H -16.885 -13.610 5.177
H -15.522 -14.719 5.334
H -14.872 -13.005 3.622
H -13.976 -12.591 4.876
H -15.429 -11.642 4.723
H -16.430 -12.401 9.596
H -15.403 -11.134 8.805
H -14.799 -12.735 9.119
O -26.140 -16.819 13.206
C -26.855 -17.171 12.256
O -26.403 -17.771 11.141
C -25.064 -17.536 10.783
C -24.845 -18.075 9.356
C -28.369 -17.062 12.385
H -24.480 -18.062 11.539
H -24.786 -16.492 10.928
H -23.850 -17.849 8.972
H -25.500 -17.645 8.598
H -25.076 -19.140 9.359
H -28.617 -17.065 13.447
H -28.769 -17.930 11.860
H -28.810 -16.144 11.996
O -25.637 -16.012 2.867
C -24.830 -16.953 2.558
O -24.709 -18.107 3.222
C -25.293 -18.413 4.446
C -24.147 -18.343 5.485
C -24.033 -16.948 1.311
H -25.549 -19.469 4.373
H -26.140 -17.797 4.749
H -23.391 -17.583 5.284
H -23.586 -19.262 5.315
H -24.498 -18.262 6.514
H -24.727 -17.049 0.477
H -23.307 -17.754 1.203
H -23.499 -16.012 1.152
O -16.228 -17.105 5.339
C -15.121 -17.665 5.405
O -14.856 -18.738 6.255
C -15.736 -19.044 7.256
C -14.957 -20.024 8.188
C -13.945 -17.384 4.437
H -16.607 -19.615 6.935
H -16.162 -18.187 7.777
H -15.652 -20.548 8.844
H -14.202 -19.477 8.751
H -14.396 -20.782 7.642
H -13.603 -18.297 3.951
H -13.183 -16.916 5.061
H -14.216 -16.569 3.766

The total energy comes out at -158412.566 eV.

Record 2
3 unconnected molecules or ions with the total composition C3H9NO, computed with ωB97M-V with the def2-TZVPD basis set.

Cartesian coordinates (Å):
C -0.194 0.381 1.223
C -0.056 -0.090 -0.014
C -0.564 0.590 -1.250
O 0.574 -0.324 -3.566
N 0.125 -0.616 3.751
H 0.111 -0.148 2.209
H -0.487 1.407 1.448
H 0.321 -1.109 -0.091
H 0.052 0.236 -2.221
H -1.565 0.187 -1.428
H -0.545 1.677 -1.161
H 0.246 -0.159 -4.456
H 0.183 0.204 4.354
H 0.974 -1.165 3.887

The calculation puts the energy above the lowest of the compared OMol25 structures with the same formula, charge and spin at 242.4 kJ/mol. The expectation value of S² is 0.756. The total energy comes out at -6790.434 eV. The net charge is -1. As for the spin multiplicity: 2.

Record 3
A single C5H8N2 molecule, computed with ωB97M-V with the def2-TZVPD basis set.

Cartesian coordinates (Å):
C 0.546 -1.567 1.149
C 1.009 -0.183 0.707
N 0.046 0.450 -0.186
C -1.171 0.980 0.228
C -1.966 1.291 -0.841
N -1.110 0.950 -1.942
C 0.099 0.495 -1.514
H 1.285 -2.013 1.823
H -0.412 -1.508 1.675
H 0.421 -2.225 0.285
H 1.971 -0.233 0.191
H 1.130 0.480 1.571
H -1.365 1.134 1.277
H -1.424 1.839 -2.342
H 0.940 0.109 -2.082

The calculation puts the energy above the lowest of the compared OMol25 structures with the same formula, charge and spin at 309.2 kJ/mol. The total energy comes out at -8291.791 eV.

Record 4
A molecular structure, C39H32AsBrNOPbS, computed with ωB97M-V with the def2-TZVPD basis set.

Cartesian coordinates (Å):
Pb -0.906 0.090 -1.399
S -1.825 2.505 -1.272
C -0.884 3.365 -0.051
C -1.411 4.590 0.372
C -0.747 5.367 1.300
C 0.461 4.939 1.837
C 0.996 3.737 1.418
C 0.335 2.945 0.479
As 1.178 1.277 -0.026
C 1.314 0.395 1.695
C 0.402 0.703 2.700
C 0.424 -0.001 3.894
C 1.363 -1.004 4.092
C 2.274 -1.312 3.092
C 2.238 -0.628 1.889
C 2.990 1.879 -0.428
C 3.254 2.439 -1.672
C 4.507 2.974 -1.930
C 5.497 2.926 -0.959
C 5.230 2.364 0.281
C 3.973 1.847 0.555
H -2.351 4.923 -0.050
H -1.168 6.318 1.599
H 0.982 5.542 2.569
H 1.948 3.408 1.818
H -0.316 1.500 2.551
H -0.297 0.230 4.667
H 1.386 -1.544 5.029
H 3.003 -2.097 3.247
H 2.935 -0.877 1.096
H 2.484 2.463 -2.434
H 4.710 3.433 -2.888
H 6.478 3.332 -1.169
H 6.000 2.331 1.040
H 3.762 1.433 1.532
C -5.961 1.916 0.471
C -5.475 1.151 -0.577
C -4.396 0.304 -0.383
C -3.785 0.212 0.865
C -4.298 0.976 1.918
C -5.367 1.831 1.724
C -2.698 -0.721 1.163
C -1.650 -1.143 0.454
C -0.779 -2.271 0.805
C -1.146 -3.185 1.806
C -0.319 -4.238 2.150
C 0.891 -4.431 1.497
C 1.255 -3.563 0.482
C 0.429 -2.505 0.144
H -6.813 2.565 0.318
H -5.941 1.215 -1.552
H -4.062 -0.332 -1.196
H -3.835 0.895 2.895
H -5.742 2.421 2.549
H -2.793 -1.145 2.163
H -2.090 -3.078 2.323
H -0.625 -4.914 2.937
H 1.539 -5.250 1.781
H 2.194 -3.703 -0.040
H 0.723 -1.852 -0.672
Br 2.094 -1.550 -4.013
C 1.109 -3.041 -3.360
C 1.750 -4.261 -3.237
C 1.016 -5.318 -2.722
C -0.307 -5.109 -2.367
C -0.847 -3.849 -2.554
N -0.151 -2.816 -3.039
H 2.782 -4.371 -3.538
H 1.471 -6.292 -2.602
H -0.914 -5.904 -1.958
H -1.882 -3.642 -2.308
C -1.272 0.293 -4.681
C -0.314 0.814 -3.694
O 0.555 1.579 -3.689
H -0.982 0.594 -5.689
H -2.253 0.714 -4.446
H -1.331 -0.792 -4.601

The calculation puts the energy above the lowest of the compared OMol25 structures with the same formula, charge and spin at 72.1 kJ/mol. The total energy comes out at -191456.495 eV. The net charge is +1.

Record 5
A molecular structure, C4H18HgO6, computed with ωB97M-V with the def2-TZVPD basis set.

Cartesian coordinates (Å):
Hg -0.144 0.266 -0.681
C -1.527 1.007 3.406
C -1.885 0.972 1.918
O -1.548 -0.104 1.110
H -0.535 1.451 3.530
H -1.582 0.041 3.906
H -2.168 1.719 3.933
H -1.588 1.957 1.510
H -2.978 1.133 1.874
C 2.189 -2.854 -0.455
C 2.687 -1.554 0.166
O 2.020 -0.414 -0.210
H 2.971 -3.622 -0.446
H 1.873 -2.793 -1.498
H 1.379 -3.280 0.147
H 3.733 -1.488 -0.193
H 2.850 -1.644 1.251
O 0.474 2.534 0.028
H 0.921 3.276 -0.394
H 0.125 2.889 0.855
O -2.114 1.093 -1.557
H -2.888 0.687 -1.142
H -2.448 1.880 -2.004
O -0.955 -1.649 -1.755
H -1.506 -2.350 -1.386
H -0.614 -2.006 -2.584
O 0.975 0.877 -2.742
H 1.873 1.005 -3.068
H 0.409 0.971 -3.518

The calculation puts the energy above the lowest of the compared OMol25 structures with the same formula, charge and spin at 106.7 kJ/mol. The total energy comes out at -20895.872 eV.

Record 6
2 unconnected molecules or ions with the total composition C6H12I2N2, computed with ωB97M-V with the def2-TZVPD basis set.

Cartesian coordinates (Å):
C -2.775 0.869 -0.414
C -3.828 1.618 -0.199
C 1.652 -1.385 0.128
C 2.878 -1.795 -0.252
C -0.763 0.861 0.876
C -1.002 2.559 -0.865
N -1.432 1.405 -0.123
N 3.494 -2.825 0.485
I -2.801 -0.827 -1.545
I -1.382 -0.702 2.160
H -3.775 2.405 0.486
H -4.796 1.239 -0.433
H 1.062 -0.774 -0.516
H 1.185 -2.001 0.824
H 3.734 -1.379 -0.878
H 0.223 1.374 1.182
H -1.857 3.133 -0.978
H -0.538 2.350 -1.877
H -0.375 3.241 -0.229
H 3.614 -2.588 1.514
H 4.423 -2.985 0.185
H 3.059 -3.792 0.467

The calculation puts the energy above the lowest of the compared OMol25 structures with the same formula, charge and spin at 124.9 kJ/mol. The total energy comes out at -25578.320 eV. The net charge is +2.

Record 7
A single C10H7F3N2 molecule, computed with ωB97M-V with the def2-TZVPD basis set.

Cartesian coordinates (Å):
C 1.710 -2.084 -1.305
C 1.202 -2.385 1.065
C -0.414 0.530 1.263
C 0.965 0.590 1.585
C -0.550 -1.331 -0.392
C 0.785 0.941 -0.673
C -0.513 0.287 -0.201
C 0.810 -1.832 -0.240
C 1.704 0.689 0.454
C 3.190 0.687 0.242
N 2.227 -2.318 -2.310
N 1.407 -2.559 2.183
F 3.875 -0.094 1.086
F 3.508 0.305 -1.033
F 3.688 1.906 0.406
H -1.181 0.491 2.151
H 1.393 0.611 2.660
H -1.019 -1.763 0.384
H -0.978 -1.347 -1.387
H 1.208 0.521 -1.599
H 0.731 1.995 -0.720
H -1.423 0.540 -0.683

The calculation puts the energy above the lowest of the compared OMol25 structures with the same formula, charge and spin at 158.1 kJ/mol. The total energy comes out at -21612.293 eV.

Record 8
A molecular structure, C24H43ClP2Ru, computed with ωB97M-V with the def2-TZVPD basis set.

Cartesian coordinates (Å):
Ru 1.237 1.558 1.549
C 2.392 -1.991 1.713
C 2.794 -1.123 0.689
C 2.339 0.175 2.639
C 2.039 -1.250 2.836
C 2.785 0.235 1.220
C 2.540 -3.487 1.734
H 2.436 -3.937 0.734
H 1.782 -3.939 2.386
H 3.517 -3.803 2.144
C 1.681 -1.879 4.105
H 0.954 -2.669 3.895
H 1.208 -1.182 4.792
H 2.545 -2.341 4.602
C 2.919 0.874 3.815
H 3.885 0.417 4.082
H 2.254 0.747 4.673
H 3.046 1.956 3.649
C 3.549 1.398 0.716
H 4.397 1.631 1.381
H 2.901 2.314 0.650
H 3.907 1.167 -0.294
C 3.387 -1.624 -0.572
H 4.464 -1.854 -0.464
H 3.276 -0.905 -1.394
H 2.945 -2.582 -0.882
C -1.872 -1.935 1.123
C -1.025 -2.781 0.513
C -0.210 -2.530 -0.732
C -0.202 -1.092 -1.389
C 0.084 0.125 -0.667
C -0.674 0.838 0.263
C -2.073 0.581 0.720
C -2.625 -0.851 0.451
H -0.561 -3.190 -1.565
H -1.210 -0.923 -1.855
H 0.836 -2.874 -0.555
H -2.697 -1.074 -0.633
H -2.008 -1.960 2.206
H -0.776 -3.709 1.061
H -3.669 -0.897 0.800
H -2.204 0.821 1.790
H -0.409 1.954 0.320
H -2.711 1.296 0.175
H 0.564 -1.178 -2.182
H 0.993 0.705 -0.981
P -2.893 0.081 -2.538
C -4.623 -0.492 -2.380
C -2.471 -0.605 -4.175
P -1.089 2.508 -1.954
C -2.712 1.893 -2.729
C -0.073 2.558 -3.484
C -1.490 4.291 -1.835
H -5.148 -0.013 -1.546
H -4.627 -1.577 -2.194
H -5.189 -0.325 -3.306
H -3.186 -0.223 -4.910
H -2.557 -1.701 -4.165
H -1.451 -0.332 -4.467
H -2.248 4.500 -2.600
H -0.603 4.922 -1.998
H -1.922 4.463 -0.842
H -3.567 2.408 -2.250
H -2.729 2.159 -3.807
H 0.568 3.453 -3.490
H -0.749 2.593 -4.339
H 0.518 1.636 -3.522
Cl -0.549 0.688 3.636
C 0.147 2.261 3.068
H -0.688 2.827 2.638
H 0.600 2.793 3.923

The calculation puts the energy above the lowest of the compared OMol25 structures with the same formula, charge and spin at 278.4 kJ/mol. The expectation value of S² is 8.782. The total energy comes out at -59252.900 eV. The net charge is +1. As for the spin multiplicity: 6.

Record 9
2 unconnected molecules or ions with the total composition C3H4BrClN2O, computed with ωB97M-V with the def2-TZVPD basis set.

Cartesian coordinates (Å):
O -1.789 1.857 -0.849
C -1.120 0.952 -0.351
C -0.586 0.762 1.028
N -0.079 -0.600 1.086
C -0.116 -1.054 -0.097
Cl 0.573 -2.506 -0.696
N -0.784 -0.213 -0.986
H 0.263 1.414 1.203
H -1.348 0.904 1.890
H -1.344 -0.526 -1.758
Br 3.087 0.169 0.032
H 3.243 -1.159 -0.502

The calculation puts the energy above the lowest of the compared OMol25 structures with the same formula, charge and spin at 0.0 kJ/mol. The total energy comes out at -90768.383 eV.